Record 1
Formula: C4H21NO6
Source: OMol25
Level of theory: ωB97M-V/def2-TZVPD

Computed properties:
LUMO energy = 0.00328 Ha
E_HOMO = -9.203 eV
SMILES = COC[C@H](C)N.O.O.O.O.O
2S+1 = 1
ΔE to the lowest compared entry with this formula, charge and spin = 52.2 kcal per mole

Atoms and positions in Å:
H -1.575 -7.133 0.331
O 0.489 -5.983 3.323
H -0.521 -4.020 -0.845
O -2.952 -5.130 -3.883
H 0.728 5.400 0.745
H 0.570 -6.487 4.132
H -0.242 2.023 0.648
H -3.108 -4.202 -3.703
C 1.617 4.337 -0.901
H 0.935 6.116 -1.654
C -0.702 2.541 -0.193
O -0.497 -3.064 -0.890
H 3.636 4.467 0.131
N 1.045 5.150 -1.927
H -0.068 -6.988 0.356
H 2.871 5.982 -0.297
H -1.725 2.207 -0.370
H -0.601 -2.778 0.018
H 3.669 4.921 -1.502
O -0.588 3.999 0.101
C 3.022 4.954 -0.626
H 0.067 4.915 -2.017
H 1.224 3.757 1.139
O -2.143 -2.820 3.210
H -2.939 -2.297 3.310
H -2.120 -5.321 -3.451
H 1.691 3.415 -1.477
H -0.083 2.363 -1.073
C 0.759 4.376 0.372
O -0.813 -7.042 -0.242
H -0.164 -5.312 3.522
H -1.481 -2.348 3.716

Atomic partial charges in e from the Mulliken method, atoms 1 to 5: 0.316 -0.629 0.333 -0.639 0.319

Record 2
Formula: C4H21NO8
Source: OMol25
Level of theory: ωB97M-V/def2-TZVPD

Computed properties:
LUMO energy = 0.21890 Ha
Net charge = -2
E_HOMO = -2.212 eV
2S+1 = 1
ΔE to the lowest compared entry with this formula, charge and spin = 8.4 kcal per mole

Atoms and positions in Å:
H 1.957 2.107 -0.232
O 3.954 0.664 -0.912
C -1.594 0.250 1.651
O 2.381 0.781 1.530
N -1.295 -1.440 -0.168
O -0.655 0.942 -1.903
H -1.360 1.848 3.110
O -0.416 -1.214 -3.200
H -0.900 -3.731 -2.507
H -0.488 2.119 1.516
H -1.100 -2.470 -3.387
C -1.521 0.955 -0.810
C -1.095 -0.033 0.260
H -2.574 0.924 -1.165
H -2.675 0.428 1.773
O 1.105 -1.868 2.422
C -0.755 1.400 2.302
H -0.539 0.082 -2.478
H -2.201 -1.730 0.171
H -1.397 -0.584 2.312
H 3.229 1.186 -1.315
H 2.371 -0.147 1.271
H 0.842 1.948 -1.255
H 0.516 -1.346 -2.988
O -1.500 -3.459 -3.211
H -1.567 2.002 -0.454
H 3.646 0.739 0.012
H -1.125 -1.504 -1.170
H -0.009 0.100 0.334
H 0.447 -1.925 1.722
O 1.735 2.327 -1.153
O 0.380 0.859 2.918
H 0.782 -1.076 2.916
H 1.420 0.865 2.088

Atomic partial charges in e from the Mulliken method, atoms 1 to 5: 0.350 -0.749 -0.743 -0.884 -0.557

Record 3
Formula: C4H21NO9
Source: OMol25
Level of theory: ωB97M-V/def2-TZVPD

Computed properties:
LUMO energy = 0.01078 Ha
E_HOMO = -8.976 eV
SMILES = CN[C@@H](CO)C(=O)O.O.O.O.O.O.O
2S+1 = 1
ΔE to the lowest compared entry with this formula, charge and spin = 129.0 kcal per mole

Atoms and positions in Å:
H 2.481 0.990 1.203
H -0.033 0.124 -3.592
O 1.108 -1.096 0.314
H 2.061 -2.967 -0.722
H -1.317 -1.000 2.968
H -0.199 -3.134 0.230
O 1.094 1.513 -2.275
H -3.113 0.889 0.779
H -0.345 -1.502 -1.123
O -2.220 -1.196 2.681
C -0.206 0.744 -0.344
H 0.707 2.236 3.689
C -2.469 1.652 0.237
H -2.982 2.204 -0.673
H -1.954 2.457 0.677
O 0.859 2.955 -0.647
H 1.125 3.638 -1.231
H 1.072 -0.640 -1.588
H 0.744 -1.509 1.027
H -0.952 1.102 -4.299
O -0.890 0.243 -3.853
H -0.310 -4.507 0.832
N -1.626 0.606 -0.552
H -0.224 3.134 3.149
C 0.589 1.770 -1.255
O 0.155 -3.711 0.941
H -1.825 0.638 -1.406
O 1.955 -3.032 -1.640
H 2.658 -0.371 1.456
O 3.003 0.364 1.743
H 2.837 -3.156 -1.978
C 0.404 -0.674 -0.782
H -2.057 -1.681 1.975
H -0.018 0.761 0.816
O -0.110 2.155 3.243

Atomic partial charges in e from the Mulliken method, atoms 1 to 5: 0.311 0.300 -0.414 0.307 0.297

Record 4
Formula: C4H22AgNO7
Source: OMol25
Level of theory: ωB97M-V/def2-TZVPD

Computed properties:
LUMO energy (spin up / spin down) = -0.11279 / -0.20200 Ha
Net charge = +1
E_HOMO (spin up / spin down) = -12.710 / -12.469 eV
2S+1 = 2
ΔE to the lowest compared entry with this formula, charge and spin = 26.5 kcal per mole
<S²> = 0.7572

Atoms and positions in Å:
H -3.657 2.633 -2.674
H 2.907 1.998 0.499
H 0.297 -3.453 0.028
H -0.496 1.381 -0.010
O 1.100 -1.029 2.517
O 1.349 0.044 -1.880
H -3.077 -1.186 0.654
H -1.012 0.583 1.202
C -3.199 3.154 -1.833
H -1.595 -1.982 0.315
H 4.303 -1.194 0.809
H -3.998 3.251 -1.099
H 1.195 0.865 -2.347
H -3.399 0.646 -1.437
H 3.592 -0.583 4.194
H 3.725 -2.362 0.039
O 3.475 -1.625 0.596
H 3.098 0.932 1.558
H -2.751 4.076 -2.203
H -2.827 -1.774 -0.959
H 2.730 -0.534 2.950
H 1.514 -1.482 3.277
O 0.636 -2.711 -0.473
C -1.635 0.014 -0.600
C -2.320 -1.295 -0.122
H -1.361 -0.180 -1.637
O 2.603 1.129 0.762
H 1.630 -0.570 -2.558
N -0.593 0.423 0.297
O 3.565 -0.228 3.305
O -2.116 2.282 -1.475
H 0.684 -3.031 -1.373
H -3.091 1.447 0.111
Ag 1.354 -0.747 0.385
C -2.631 1.111 -0.819

Atomic partial charges in e from the Mulliken method, atoms 1 to 5: 0.331 0.276 0.258 0.284 -0.636

Record 5
Formula: C4H22NO6
Source: OMol25
Level of theory: ωB97M-V/def2-TZVPD

Computed properties:
LUMO energy = -0.10125 Ha
Net charge = +1
E_HOMO = -14.454 eV
2S+1 = 1
ΔE to the lowest compared entry with this formula, charge and spin = 10.8 kcal per mole

Atoms and positions in Å:
O -0.221 3.076 -1.741
H 1.778 -1.032 0.415
H -0.404 -1.639 1.274
H -2.388 0.048 -1.904
H 0.584 -3.328 -1.827
H -0.472 -0.388 0.382
H -1.534 0.589 2.299
O -2.700 -0.016 -0.997
H -1.791 -2.760 -0.395
H -3.623 -0.076 -0.777
N -0.067 -0.655 1.277
C 1.731 0.893 1.561
O -1.429 -2.951 0.485
O 1.209 0.664 -1.253
H 0.696 1.888 3.167
H -0.688 2.381 -2.254
C -0.525 0.183 2.400
C 0.405 1.426 2.229
H -0.752 3.191 -0.945
H 0.156 0.416 -2.398
H 1.835 -3.014 -2.254
H 1.881 1.372 0.611
H 0.935 1.615 -1.269
H 1.765 -1.130 2.183
H -0.627 -0.343 3.345
H -2.281 -2.972 0.943
H 2.101 0.788 -1.592
C 1.402 -0.575 1.324
O 1.325 -2.825 -1.444
H 2.551 1.143 2.224
H -0.101 2.137 1.581
O -0.608 0.727 -2.965
H -0.144 1.166 -3.687

Atomic partial charges in e from the Mulliken method, atoms 1 to 5: -0.750 0.277 0.341 0.321 0.286

Record 6
Formula: C4H22NO9
Source: OMol25
Level of theory: ωB97M-V/def2-TZVPD

Computed properties:
LUMO energy = 0.11578 Ha
Net charge = -1
E_HOMO = -5.759 eV
2S+1 = 1
ΔE to the lowest compared entry with this formula, charge and spin = 11.9 kcal per mole

Atoms and positions in Å:
C -1.523 -0.925 2.032
O 0.851 0.398 2.115
C 0.740 -0.441 1.199
H 2.160 -2.731 -1.978
C -2.456 0.067 1.247
H -1.828 0.357 0.409
H -1.724 -3.392 -2.225
O 2.704 1.392 -1.018
O -0.953 -0.788 -2.698
H -2.032 -1.780 2.474
H -0.602 -1.774 0.399
H 0.000 -0.713 -2.485
H -3.489 1.903 1.831
H 2.058 -0.768 -2.732
H 1.883 0.733 -2.443
O 2.789 -2.052 -1.697
O 1.629 0.048 -3.086
H -0.807 -2.409 -1.614
H -1.101 -0.300 2.815
H -3.052 0.799 3.227
H 0.463 2.200 2.333
H -2.457 3.322 0.028
H 3.558 1.038 -1.280
H -1.350 2.431 0.160
H 0.289 3.606 1.767
N -0.359 -1.333 1.274
O 1.568 -0.672 0.265
C -2.790 1.171 2.243
H -1.874 1.732 2.440
H 2.380 -1.752 -0.854
O -1.800 2.913 -0.551
H -3.384 -0.387 0.891
O -0.994 -3.360 -1.610
O -0.101 2.992 2.398
H 2.271 0.689 -0.463
H -1.187 -0.252 -3.451

Atomic partial charges in e from the Mulliken method, atoms 1 to 5: -0.842 -0.872 0.461 0.320 0.064

Record 7
Formula: C4H22O7
Source: OMol25
Level of theory: ωB97M-V/def2-TZVPD

Computed properties:
LUMO energy (spin up / spin down) = -0.12082 / -0.34089 Ha
Net charge = +1
E_HOMO (spin up / spin down) = -13.517 / -13.470 eV
2S+1 = 2
ΔE to the lowest compared entry with this formula, charge and spin = 17.7 kcal per mole
<S²> = 0.7568

Atoms and positions in Å:
H 1.570 3.126 1.902
H 1.881 -0.626 -1.140
O 0.764 3.227 -1.620
H -2.928 -2.335 3.371
H -2.546 -1.559 1.766
O 1.221 -0.152 -3.057
H -0.562 -0.628 -0.347
O -0.218 -0.774 0.535
C -2.620 -2.485 2.336
H -0.646 1.873 -1.576
O 0.929 1.620 0.541
H -1.596 -4.200 2.172
H -1.190 3.300 -2.193
H -0.339 2.367 -3.368
H 0.101 -1.874 3.284
H 2.640 1.772 1.782
H 2.773 0.767 -1.965
H 0.328 -0.208 -2.709
H 1.034 1.707 2.661
H -1.749 -1.326 -2.436
H -1.783 0.159 -2.726
O 0.700 -1.140 3.145
C 1.584 2.043 1.781
H 0.688 -0.997 2.199
H -0.512 -1.656 0.764
H 0.869 2.686 -0.833
H 3.057 -0.889 -2.462
O -1.221 -0.531 -2.374
H -3.345 -3.162 1.884
H 0.518 0.767 0.701
C 2.305 -0.213 -2.055
C -0.344 2.623 -2.308
O -1.365 -3.284 2.342

Atomic partial charges in e from the Mulliken method, atoms 1 to 5: 0.298 0.159 -0.300 0.227 0.249

Record 8
Formula: C4H22O9
Source: OMol25
Level of theory: ωB97M-V/def2-TZVPD

Computed properties:
LUMO energy = -0.00308 Ha
E_HOMO = -8.846 eV
SMILES = OCCO.OCCO.O.O.O.O.O
2S+1 = 1
ΔE to the lowest compared entry with this formula, charge and spin = 42.8 kcal per mole

Atoms and positions in Å:
O -2.508 -2.143 0.585
C 4.010 0.030 -0.160
H 0.588 -2.030 1.250
O 1.375 -2.238 0.746
H 1.166 -3.061 0.305
H -0.897 1.586 1.166
O 2.036 0.747 -1.369
H 5.095 -0.072 -0.142
H 3.680 0.435 0.797
H -1.391 -2.371 -1.115
H -2.513 -1.077 -1.272
H -0.891 3.543 0.155
C 3.476 0.837 -1.463
O 3.614 -1.342 -0.132
H 1.075 3.148 1.746
H 2.693 -1.436 0.122
H -0.721 0.099 1.387
C -2.425 -2.098 -0.903
O -4.628 -2.306 -1.858
H -2.508 2.738 2.471
H 1.620 1.349 -0.747
O -2.258 2.585 1.560
H -2.661 3.306 1.077
H -5.034 -2.088 -1.015
H 3.952 0.337 -2.306
H -2.190 -2.965 0.966
H -2.967 -3.514 -2.513
C -3.393 -3.028 -1.635
H 1.028 1.635 1.773
O -0.365 0.839 0.895
H -3.580 -3.844 -0.937
O 1.458 2.387 2.182
H 0.361 4.052 -0.527
O -0.122 4.094 0.298
H 3.825 1.867 -1.386

Atomic partial charges in e from the Mulliken method, atoms 1 to 5: -0.554 -0.408 0.298 -0.660 0.253